The following is a DFT calculation (ωB97M-V with the def2-TZVPD basis set) of a cluster of 2 separate species, C4H11NO in total in a non-equilibrium geometry.

The geometry in XYZ format:
```
17
Properties=species:S:1:pos:R:3:mulliken_charge:R:1
C 0.447 -0.520 2.104 -0.733
C 1.153 -0.393 0.982 -0.156
C 0.597 -1.092 -0.278 -0.270
N 0.878 -0.161 -1.446 -0.358
C -0.449 0.192 -2.005 -0.785
H 0.788 -0.142 3.113 0.251
H -0.541 -1.110 2.295 0.186
H 2.039 0.259 0.992 0.285
H -0.502 -1.306 -0.205 0.274
H 1.134 -2.070 -0.512 0.259
H 1.475 0.642 -1.291 0.268
H -0.687 -0.446 -2.894 0.270
H -0.679 1.252 -2.340 0.283
H -1.320 -0.086 -1.386 0.229
O -1.805 1.517 0.816 -0.633
H -1.643 2.274 1.379 0.301
H -0.885 1.189 0.676 0.328
```

Output
- ΔE to the lowest compared entry with this formula, charge and spin: 62.40 kcal per mole
- Charge: 0
- LUMO energy: 0.94 eV
- SMILES: C=CCNC.O
- HOMO level: -8.73 eV
- Calculated total energy: -7861.848 eV

---

The following is a DFT calculation (ωB97M-V with the def2-TZVPD basis set) of a cluster of 2 separate species, C2H7N2S in total in a non-equilibrium geometry.

The geometry in XYZ format:
```
12
Properties=species:S:1:pos:R:3:mulliken_charge:R:1
C 0.906 0.553 -1.106 0.236
C -1.530 -0.437 1.264 -0.721
N 0.078 0.783 -0.182 -0.375
N 1.773 -0.446 -1.050 -0.355
S 0.194 -0.007 1.280 0.006
H 1.003 1.121 -2.064 0.337
H -2.183 0.413 1.106 0.268
H -1.721 -0.808 2.310 0.321
H -1.651 -1.257 0.561 0.293
H -0.898 2.017 -0.119 0.486
H 2.262 -0.965 -1.871 0.305
H 1.767 -0.966 -0.128 0.197
```

Output
- ΔE to the lowest compared entry with this formula, charge and spin: 82.77 kcal per mole
- Charge: +1
- LUMO energy (spin up / spin down): -5.61 / -5.61 eV
- HOMO level (spin up / spin down): -13.88 / -13.88 eV
- Calculated total energy: -15993.168 eV

---

The following is a DFT calculation (ωB97M-V with the def2-TZVPD basis set) of a structure of composition C53H46BrN9O3S2Sr in a non-equilibrium geometry.

The geometry in XYZ format:
```
115
Properties=species:S:1:pos:R:3:mulliken_charge:R:1
Sr -0.438 -0.432 0.119 1.381
C 3.657 -2.401 1.849 -1.214
C 4.664 -1.521 1.492 -0.970
C 4.354 -0.433 0.693 -1.074
C 3.038 -0.261 0.275 0.300
N 2.072 -1.105 0.627 1.381
C 2.375 -2.147 1.394 -0.604
C 2.643 0.893 -0.614 -0.165
C 3.607 1.665 -1.249 -0.930
C 3.198 2.715 -2.047 -1.641
C 1.851 2.963 -2.210 -0.928
C 0.930 2.131 -1.586 -0.050
N 1.334 1.140 -0.777 2.118
C -0.557 2.381 -1.755 -0.017
C -1.019 3.453 -2.513 -0.711
C -2.380 3.627 -2.668 -1.441
C -3.250 2.729 -2.074 -1.216
C -2.710 1.723 -1.296 -0.900
N -1.399 1.571 -1.120 2.728
H 3.848 -3.266 2.466 0.579
H 5.679 -1.676 1.832 0.429
H 5.122 0.273 0.422 0.440
H 1.547 -2.790 1.666 0.465
H 4.657 1.444 -1.141 0.478
H 3.928 3.332 -2.552 0.443
H 1.530 3.763 -2.856 0.472
H -0.340 4.120 -3.018 0.461
H -2.756 4.446 -3.267 0.476
H -4.321 2.807 -2.189 0.587
H -3.352 1.006 -0.796 0.447
S -0.005 0.282 -4.124 -0.496
C -1.486 -0.491 -3.677 0.270
C -2.569 -0.671 -4.575 -0.826
C -3.713 -1.304 -4.174 -0.441
C -3.806 -1.809 -2.865 -1.039
C -2.703 -1.625 -2.061 -0.555
N -1.597 -0.984 -2.440 0.615
H -2.463 -0.286 -5.581 0.449
H -4.536 -1.423 -4.868 0.400
H -4.677 -2.330 -2.497 0.550
H -2.710 -2.013 -1.042 0.574
C 0.343 4.117 1.189 -1.297
O -0.556 3.054 1.452 0.163
C -1.878 3.357 1.435 0.711
C -2.387 4.619 1.195 -0.492
C -3.769 4.812 1.177 -0.507
Br -4.444 6.539 0.811 -0.212
C -4.635 3.775 1.401 -1.299
C -4.130 2.490 1.643 1.221
C -2.754 2.270 1.655 -0.488
O -2.208 1.061 1.827 -0.006
C -5.018 1.341 1.818 0.154
N -4.584 0.106 1.878 -0.110
C -5.715 -0.681 2.039 0.132
C -5.824 -2.062 2.176 -0.133
C -7.092 -2.583 2.330 -0.801
C -8.228 -1.756 2.351 -0.354
C -8.130 -0.384 2.227 -1.256
C -6.848 0.132 2.072 0.093
N -6.376 1.426 1.923 -0.047
H 0.283 4.879 1.970 0.435
H 0.138 4.569 0.215 0.502
H 1.336 3.678 1.178 0.190
H -1.731 5.456 1.013 0.522
H -5.700 3.956 1.358 0.407
H -2.943 0.396 1.946 0.576
H -4.939 -2.682 2.178 0.486
H -7.218 -3.651 2.442 0.445
H -9.205 -2.205 2.467 0.380
H -9.006 0.248 2.251 0.409
H -6.920 2.270 1.933 0.212
S -1.650 -3.151 4.275 -0.511
C -2.645 -3.819 3.065 -0.163
C -2.454 -3.195 1.866 -1.266
C -1.494 -2.125 1.851 1.071
C -0.983 -2.019 3.125 0.006
C 0.039 -1.065 3.596 -0.051
C 0.645 -1.204 4.852 -1.297
C 1.614 -0.310 5.248 -0.758
C 1.979 0.717 4.388 -1.171
C 1.336 0.779 3.166 -0.357
N 0.395 -0.069 2.770 0.944
H -3.314 -4.632 3.296 0.504
H -3.014 -3.498 0.988 0.916
H 0.359 -2.022 5.500 0.461
H 2.085 -0.416 6.217 0.409
H 2.735 1.443 4.648 0.481
H 1.592 1.554 2.454 0.282
C -2.087 -6.474 0.345 -0.934
C -1.042 -6.798 -0.705 -0.884
N 0.285 -7.029 -0.159 0.267
C 0.475 -8.216 0.669 -0.839
C 0.656 -7.871 2.138 -1.060
C 1.394 -6.314 -0.462 0.330
O 2.511 -6.682 -0.128 -0.677
C 1.247 -5.010 -1.187 0.597
C 2.012 -4.752 -2.315 -0.759
C 1.915 -3.510 -2.910 -1.581
C 1.107 -2.544 -2.330 0.083
N 0.424 -2.761 -1.206 1.428
C 0.467 -3.979 -0.674 -0.960
H -3.050 -6.301 -0.134 0.448
H -1.834 -5.585 0.918 0.133
H -2.213 -7.298 1.049 0.406
H -0.977 -6.010 -1.456 0.472
H -1.336 -7.708 -1.242 0.386
H 1.342 -8.764 0.297 0.420
H -0.406 -8.847 0.524 0.410
H 1.544 -7.256 2.274 0.302
H 0.777 -8.778 2.731 0.397
H -0.206 -7.327 2.521 0.231
H 2.667 -5.519 -2.706 0.549
H 2.460 -3.271 -3.812 0.516
H 0.998 -1.564 -2.789 -0.244
H -0.113 -4.118 0.233 0.198
```

Output
- ΔE to the lowest compared entry with this formula, charge and spin: 8.71 kcal per mole
- Charge: 0
- LUMO energy: -0.21 eV
- HOMO level: -6.30 eV
- Calculated total energy: -167814.424 eV

---

The following is a DFT calculation (ωB97M-V with the def2-TZVPD basis set) of a cluster of 13 separate species, C39H109O28P5 in total in a non-equilibrium geometry.

The geometry in XYZ format:
```
181
Properties=species:S:1:pos:R:3:mulliken_charge:R:1
C 2.880 4.772 -2.870 -0.812
C 2.266 5.921 -2.167 0.544
C 1.939 7.117 -3.002 -1.155
O 1.082 5.480 -1.505 -0.534
H 3.158 3.982 -2.211 -0.057
H 3.693 5.116 -3.490 0.491
H 2.189 4.278 -3.530 0.028
H 2.966 6.213 -1.349 0.329
H 2.845 7.526 -3.490 0.415
H 1.376 7.880 -2.388 0.284
H 1.318 6.692 -3.736 0.106
H 0.350 5.464 -2.190 0.051
C 5.105 2.206 1.269 -1.650
C 3.898 2.265 0.411 0.892
C 4.147 1.294 -0.804 -1.121
O 2.793 1.894 1.208 -0.209
H 5.316 1.226 1.775 0.168
H 5.048 3.027 2.026 0.371
H 5.995 2.369 0.722 0.499
H 3.734 3.240 -0.057 0.038
H 4.405 1.831 -1.733 0.435
H 3.250 0.742 -1.052 0.180
H 4.897 0.492 -0.523 0.275
H 2.021 2.132 0.690 0.079
C -0.657 1.055 -3.777 1.050
C 0.058 0.733 -5.126 1.009
C 1.512 0.850 -5.050 -1.254
O -0.182 -0.629 -5.505 -0.569
H -0.390 2.008 -3.323 -1.348
H -0.360 0.257 -3.041 -0.364
H -1.739 1.029 -3.807 0.726
H -0.390 1.377 -5.950 -0.087
H 1.903 0.290 -4.148 0.067
H 1.845 1.886 -5.025 0.345
H 1.935 0.483 -6.012 0.401
H -1.047 -0.913 -5.179 0.299
C -6.013 2.601 -1.568 -1.493
C -6.087 2.696 -3.051 0.958
C -5.617 4.023 -3.582 -1.377
O -5.423 1.646 -3.704 -0.474
H -6.769 3.215 -1.133 0.520
H -5.038 2.844 -1.193 0.217
H -6.102 1.554 -1.322 0.425
H -7.189 2.642 -3.343 0.054
H -4.706 4.414 -3.138 0.219
H -6.421 4.701 -3.253 0.428
H -5.541 4.093 -4.668 0.366
H -5.404 0.963 -3.087 0.187
C 0.950 0.946 6.017 -1.499
C 1.518 1.937 4.997 0.835
C 2.896 2.275 5.333 -1.451
O 1.435 1.256 3.746 -0.021
H 0.650 1.492 6.934 0.479
H 1.724 0.238 6.198 0.323
H 0.075 0.387 5.613 0.333
H 0.855 2.868 4.900 0.239
H 3.454 1.301 5.177 0.199
H 2.980 2.675 6.348 0.410
H 3.334 2.924 4.539 0.366
H 2.061 1.614 3.112 -0.079
C -1.959 6.547 -4.086 -1.591
C -1.717 5.118 -4.433 1.159
C -1.298 4.948 -5.863 -1.363
O -0.820 4.603 -3.492 0.166
H -2.759 7.062 -4.619 0.450
H -1.085 7.187 -4.333 0.311
H -2.227 6.624 -3.027 0.369
H -2.620 4.605 -4.331 -0.109
H -1.192 3.884 -6.246 0.196
H -0.349 5.498 -6.055 0.253
H -2.136 5.312 -6.427 0.465
H -0.799 3.632 -3.457 -0.256
C -5.903 2.840 4.141 -1.417
C -4.954 1.757 4.119 0.764
C -3.861 1.800 3.012 -1.004
O -4.336 1.835 5.430 -0.567
H -6.703 2.726 4.911 0.331
H -6.499 3.032 3.223 0.327
H -5.414 3.808 4.341 0.348
H -5.419 0.738 3.987 0.105
H -4.381 1.877 2.147 0.168
H -3.247 0.920 3.124 0.330
H -3.185 2.623 3.178 0.302
H -3.620 1.135 5.601 0.299
C -0.405 1.456 0.550 0.047
C -0.225 2.797 0.022 1.168
C -0.367 3.824 1.139 -1.319
O 1.122 2.933 -0.493 -0.384
H -0.384 0.630 -0.207 -0.191
H -1.285 1.317 1.170 0.109
H 0.366 1.239 1.280 -0.486
H -0.968 3.054 -0.785 0.056
H 0.413 3.581 1.911 -0.023
H -1.366 3.825 1.545 0.391
H -0.100 4.808 0.756 0.404
H 1.154 3.850 -0.824 0.115
C -0.221 -2.935 -1.160 -0.197
O -1.274 -2.813 -0.256 0.377
P -1.773 -3.899 0.767 -0.011
O -2.240 -5.199 0.291 -0.893
O -0.476 -3.889 1.669 0.576
C 0.007 -5.241 2.148 -0.662
O -2.892 -3.109 1.517 0.009
C -4.248 -3.500 1.586 -0.835
H 0.730 -3.154 -0.739 0.105
H -0.226 -2.022 -1.781 -0.099
H -0.457 -3.766 -1.806 0.316
H 0.021 -5.208 3.262 -0.106
H 0.977 -5.414 1.765 0.097
H -0.712 -5.943 1.777 0.616
H -4.765 -3.305 0.662 0.287
H -4.655 -3.099 2.495 0.294
H -4.398 -4.601 1.761 0.250
C -3.731 -0.442 -0.912 0.610
O -4.446 -0.814 -2.083 -0.200
P -4.060 -2.059 -2.977 0.531
O -2.767 -2.049 -3.678 -0.326
O -4.190 -3.149 -1.881 -0.020
C -3.873 -4.546 -2.271 -0.979
O -5.345 -2.145 -3.958 -0.413
C -5.159 -1.658 -5.300 -0.565
H -2.659 -0.330 -1.184 0.046
H -3.773 -1.159 -0.060 -0.123
H -4.119 0.570 -0.515 -0.241
H -2.955 -4.544 -2.851 0.329
H -4.657 -4.922 -2.892 0.356
H -3.816 -5.091 -1.387 0.292
H -5.677 -2.353 -5.953 0.234
H -4.063 -1.651 -5.364 0.240
H -5.528 -0.661 -5.442 0.207
C 3.169 -1.429 2.037 -0.670
O 2.930 -2.791 1.666 0.882
P 4.074 -3.837 1.511 0.129
O 3.700 -5.217 1.841 -0.800
O 4.520 -3.563 0.004 -0.106
C 5.728 -4.161 -0.480 -0.938
O 5.351 -3.245 2.206 -0.409
C 5.468 -3.368 3.634 -0.586
H 3.813 -1.287 2.869 0.393
H 2.261 -0.902 2.349 0.063
H 3.680 -0.945 1.181 0.013
H 5.628 -5.278 -0.621 0.184
H 6.526 -3.948 0.215 0.480
H 5.954 -3.662 -1.416 0.302
H 5.288 -4.382 3.831 0.395
H 4.720 -2.706 4.086 0.059
H 6.420 -2.949 3.902 0.240
C 4.074 -2.091 -2.506 -0.231
O 2.846 -2.821 -2.697 0.643
P 2.968 -4.315 -3.097 0.565
O 4.231 -5.018 -2.738 -0.795
O 1.646 -5.021 -2.512 -0.279
C 1.772 -5.942 -1.367 -0.412
O 2.772 -4.289 -4.644 -0.401
C 1.483 -3.919 -5.199 -0.498
H 3.905 -1.043 -2.596 0.053
H 4.890 -2.494 -3.026 0.684
H 4.378 -2.215 -1.463 -0.342
H 0.784 -5.916 -0.919 0.121
H 2.594 -5.671 -0.648 0.089
H 2.045 -7.006 -1.692 0.303
H 0.710 -4.643 -4.836 0.233
H 1.690 -3.943 -6.334 0.252
H 1.102 -2.905 -4.899 0.192
C 0.702 -2.367 4.623 0.706
O 1.467 -3.394 5.331 0.201
P 2.053 -2.982 6.733 0.858
O 2.941 -1.810 6.765 -0.756
O 0.646 -2.757 7.535 -0.372
C 0.552 -1.708 8.551 -0.300
O 2.681 -4.268 7.331 -0.393
C 2.016 -5.558 7.016 -0.576
H -0.387 -2.479 4.754 0.350
H 0.910 -2.558 3.539 -0.606
H 1.061 -1.316 4.819 -0.351
H -0.341 -1.890 9.158 0.248
H 0.514 -0.800 7.968 0.010
H 1.506 -1.725 9.129 0.301
H 1.219 -5.581 6.276 0.222
H 1.644 -5.870 7.959 0.300
H 2.862 -6.229 6.782 0.238
```

Output
- Charge: 0
- LUMO energy: 0.35 eV
- HOMO level: -9.81 eV
- Calculated total energy: -145994.305 eV

---

The following is a DFT calculation (ωB97M-V with the def2-TZVPD basis set) of the molecule CH3NO in a non-equilibrium geometry.

The geometry in XYZ format:
```
6
Properties=species:S:1:pos:R:3:mulliken_charge:R:1
C -0.789 -0.086 -0.005 -0.232
N 0.260 -0.829 -0.010 -0.188
O 1.505 -0.227 -0.011 -0.297
H -0.611 1.007 -0.058 0.171
H -1.768 -0.596 0.026 0.257
H 1.403 0.731 0.058 0.289
```

Output
- ΔE to the lowest compared entry with this formula, charge and spin: 58.48 kcal per mole
- Charge: 0
- LUMO energy: 1.00 eV
- SMILES: C=NO
- HOMO level: -10.37 eV
- Calculated total energy: -4620.885 eV